Density functional theory data (ωB97M-V with the def2-TZVPD basis set) for a molecular structure, C3H9NO2.

Properties
HOMO level: -10.21 eV
energy relative to the best compared isomer or geometry (same formula, charge and spin): 2.903 eV
LUMO level: 0.94 eV

Cartesian coordinates (Å):
C 1.30 0.34 1.85
C 0.90 1.38 -0.09
C -2.29 -0.10 -1.35
N 0.44 0.60 0.75
O -2.33 0.31 -0.15
O -1.45 -0.81 -1.80
H 2.28 0.18 1.43
H 1.43 1.14 2.58
H 0.92 -0.53 2.28
H 0.87 -3.33 -1.43
H 0.43 1.68 -0.98
H 1.93 1.80 0.03
H 0.22 -2.94 -1.62
H -3.18 0.12 -1.86
H -1.47 0.16 0.37

***

Density functional theory data (ωB97M-V with the def2-TZVPD basis set) for a single C4H10N2 molecule.

Properties
HOMO level: -8.31 eV
energy relative to the best compared isomer or geometry (same formula, charge and spin): 2.007 eV
LUMO level: 1.03 eV

Cartesian coordinates (Å):
C 1.16 -1.10 -0.53
C 0.49 -0.66 0.75
C 0.16 0.81 0.78
N 0.35 1.53 -0.53
C -0.96 -0.19 0.59
N -1.66 -0.51 -0.54
H 0.75 -0.73 -1.44
H 2.14 -0.69 -0.58
H 1.24 -2.15 -0.68
H 0.82 -1.10 1.72
H 0.35 1.35 1.68
H -0.50 2.00 -0.74
H 1.12 2.16 -0.52
H -1.37 -0.30 1.60
H -1.43 0.18 -1.22
H -2.66 -0.60 -0.33

***

Density functional theory data (ωB97M-V with the def2-TZVPD basis set) for a molecular structure, C2H10N3O.

Properties
HOMO level: -13.01 eV
energy relative to the best compared isomer or geometry (same formula, charge and spin): 5.012 eV
LUMO level: -3.17 eV
net charge: +1

Cartesian coordinates (Å):
C 0.46 -0.20 -1.12
C -0.80 -0.65 -0.35
N -0.98 -1.97 -0.24
N -0.07 1.01 1.61
N 0.92 1.22 -0.74
O -0.56 -0.23 1.48
H 1.41 -0.72 -0.74
H 0.37 -0.43 -2.15
H -1.67 0.03 -0.47
H -0.09 -2.43 -0.10
H -1.88 -2.32 0.13
H -0.79 1.62 2.15
H 0.64 0.85 2.33
H 0.68 1.97 -1.34
H 1.87 1.08 -0.75
H 0.46 1.16 0.29

***

Density functional theory data (ωB97M-V with the def2-TZVPD basis set) for a molecular structure, C5H6O2.

Properties
HOMO level: -8.99 eV
energy relative to the best compared isomer or geometry (same formula, charge and spin): 4.121 eV
LUMO level: 0.62 eV

Cartesian coordinates (Å):
O -2.15 -0.89 0.53
C -1.12 -0.33 0.22
C -0.73 1.07 0.69
O 0.22 1.58 -0.24
C 1.02 0.65 -0.86
C 1.31 -0.55 -0.01
C -0.03 -0.87 -0.63
H -0.34 1.04 1.72
H -1.59 1.74 0.68
H 0.17 -0.06 -1.63
H 1.31 -0.42 1.07
H 2.13 -1.17 -0.35
H -0.18 -1.80 -1.18

***

Density functional theory data (ωB97M-V with the def2-TZVPD basis set) for 2 unconnected molecules or ions with the total composition C3H9N2OS.

Properties
HOMO level: -1.89 eV
energy relative to the best compared isomer or geometry (same formula, charge and spin): 5.789 eV
LUMO level: 2.81 eV
net charge: -1

Cartesian coordinates (Å):
C 2.73 0.21 -0.64
C 0.55 -1.01 -0.40
C -3.45 0.40 0.80
N 1.28 0.22 -0.72
N -4.43 0.62 -0.21
O -4.86 -0.44 -0.62
S 0.52 1.62 0.05
H 3.10 -0.42 -1.47
H 3.17 1.22 -0.87
H 3.09 -0.04 0.40
H 1.10 -1.49 0.51
H -0.44 -0.68 -0.16
H 0.57 -1.71 -1.26
H -3.18 -0.59 1.06
H -2.53 0.88 0.45
H -3.78 0.75 1.84

***

Density functional theory data (ωB97M-V with the def2-TZVPD basis set) for 4 unconnected molecules or ions with the total composition C3H14NO2S2.

Properties
HOMO level (spin up / spin down): -17.45 / -17.42 eV
energy relative to the best compared isomer or geometry (same formula, charge and spin): 9.096 eV
LUMO level (spin up / spin down): -12.30 / -12.56 eV
multiplicity: 2
net charge: +2

Cartesian coordinates (Å):
N -0.60 -1.22 0.80
C 0.28 -0.14 1.00
C 1.73 -0.66 1.07
C 0.15 0.87 -0.16
S -1.35 1.80 -0.02
S -1.15 -1.07 -3.55
H -0.81 -1.81 1.61
H -1.51 -0.87 0.46
H -1.59 -0.24 -2.15
H 0.10 0.48 1.90
H 1.78 -1.68 1.47
H 2.38 -0.18 1.79
H 2.19 -0.65 0.09
H -0.04 0.26 -1.05
H 0.95 1.59 -0.29
H -1.84 0.05 -3.86
H -1.54 2.97 3.29
H -1.11 2.48 1.85
O -0.94 2.40 2.80
H 0.14 -1.07 -2.74
H 1.55 -2.04 -2.42
O 1.25 -1.26 -1.89

***

Density functional theory data (ωB97M-V with the def2-TZVPD basis set) for a molecular structure, C23H17BrCl5IrNO7PTe.

Properties
HOMO level (spin up / spin down): -5.48 / -5.49 eV
energy relative to the best compared isomer or geometry (same formula, charge and spin): 2.763 eV
LUMO level (spin up / spin down): 1.89 / 1.06 eV
multiplicity: 2
net charge: -1

Cartesian coordinates (Å):
Ir 0.20 0.16 1.27
O -0.20 -0.02 5.59
C 0.08 -0.13 4.41
O 0.41 0.78 3.60
C 0.03 -1.53 3.78
C -0.41 -2.65 4.47
C -0.40 -3.88 3.82
C 0.09 -3.96 2.52
C 0.50 -2.80 1.89
N 0.42 -1.60 2.50
C 1.12 -2.79 0.52
O 1.41 -3.82 -0.07
O 1.29 -1.60 0.08
H -0.72 -2.53 5.49
H -0.75 -4.77 4.33
H 0.17 -4.89 1.98
Cl -0.82 2.94 -0.76
C 0.83 2.93 -0.28
C 1.33 1.85 0.44
C 2.70 1.83 0.67
Cl 3.34 0.46 1.48
C 3.55 2.85 0.24
Cl 5.25 2.75 0.51
C 3.01 3.95 -0.41
Cl 4.03 5.25 -0.91
C 1.65 3.99 -0.68
Cl 0.99 5.34 -1.52
C 1.41 2.36 -3.66
C 0.73 1.12 -4.21
O -0.22 0.61 -3.30
P 0.06 -0.56 -2.21
O -0.76 -0.26 -1.02
Te 2.45 -0.96 -2.04
O -0.62 -1.84 -2.91
C -0.07 -2.35 -4.11
C -0.58 -3.76 -4.35
H 2.10 2.77 -4.40
H 1.96 2.11 -2.76
H 0.67 3.11 -3.42
H 1.49 0.35 -4.44
H 0.18 1.36 -5.12
H 1.03 -2.35 -4.03
H -0.35 -1.68 -4.94
H -0.25 -4.41 -3.54
H -0.18 -4.13 -5.29
H -1.66 -3.76 -4.39
Br -6.00 2.07 3.32
C -4.28 1.57 2.66
C -4.07 0.27 2.25
C -2.82 -0.09 1.77
C -1.79 0.83 1.70
C -2.03 2.14 2.13
C -3.28 2.52 2.59
H -4.87 -0.46 2.31
H -2.67 -1.11 1.44
H -1.24 2.88 2.11
H -3.46 3.53 2.90

***

Density functional theory data (ωB97M-V with the def2-TZVPD basis set) for 2 unconnected molecules or ions with the total composition C28H25F2N2.

Properties
HOMO level: -11.19 eV
energy relative to the best compared isomer or geometry (same formula, charge and spin): 0.000 eV
LUMO level: -3.08 eV
net charge: +1

Cartesian coordinates (Å):
F 5.32 3.40 0.81
C 4.04 3.01 1.08
C 3.74 2.48 2.34
C 2.41 2.17 2.59
C 1.41 2.35 1.62
C 0.05 1.79 1.95
C -1.32 2.40 1.67
C -2.36 2.04 2.55
C -3.70 2.31 2.28
C -3.97 2.98 1.09
F -5.27 3.24 0.75
C -2.98 3.42 0.22
C -1.64 3.15 0.54
C 1.78 2.83 0.35
C 3.11 3.14 0.06
H 4.52 2.31 3.08
H 2.16 1.74 3.56
H 0.08 1.61 3.03
H -2.14 1.53 3.50
H -4.50 2.02 2.95
H -3.23 3.98 -0.68
H -0.84 3.53 -0.10
H 1.02 2.91 -0.43
H 3.40 3.47 -0.94
C -1.34 -0.17 -2.21
N -0.18 -0.92 -1.80
C -0.14 -1.86 -0.81
H 0.04 0.81 1.49
C -1.30 -2.50 -0.17
C -1.84 -3.68 -0.73
C -2.95 -4.29 -0.15
C -3.53 -3.72 0.99
C -3.01 -2.54 1.56
C -1.89 -1.93 0.98
N 1.18 -2.07 -0.53
C 1.72 -2.73 0.63
C 1.97 -1.50 -1.55
C 1.10 -0.77 -2.35
C 1.45 -0.42 -3.66
C 2.54 -1.12 -4.23
C 3.41 -1.86 -3.43
C 3.21 -1.91 -2.03
H -1.18 0.22 -3.23
H -2.24 -0.79 -2.18
H -1.50 0.70 -1.56
H -1.38 -4.11 -1.63
H -3.36 -5.20 -0.59
H -4.41 -4.19 1.44
H -3.48 -2.10 2.44
H -1.44 -1.02 1.37
H 2.75 -3.03 0.42
H 1.76 -2.04 1.49
H 1.12 -3.59 0.94
H 0.86 0.32 -4.21
H 2.73 -1.08 -5.31
H 4.25 -2.38 -3.90
H 3.96 -2.31 -1.33

***

Density functional theory data (ωB97M-V with the def2-TZVPD basis set) for 4 unconnected molecules or ions with the total composition C18H25N7O6.

Properties
HOMO level: -8.24 eV
LUMO level: -1.87 eV

Cartesian coordinates (Å):
O 0.67 -4.56 1.54
C 0.49 -3.78 0.46
C -0.77 -3.99 -0.59
C -0.76 -3.32 -1.93
C 0.55 -2.38 -2.27
O 0.74 -2.02 -3.54
C 1.58 -1.84 -1.09
C 2.63 -0.58 -1.26
C 2.38 0.42 0.03
C 0.87 1.05 0.12
O 0.73 2.38 -0.13
N -0.40 0.31 0.50
C -1.33 0.10 -0.67
C -2.78 -0.70 -0.47
C -3.84 -0.99 -1.72
C -3.50 -0.50 -3.26
C -2.10 0.33 -3.48
C -1.04 0.62 -2.22
C 1.54 -2.55 0.21
H -1.68 -4.67 -0.27
H -1.66 -3.43 -2.68
H 3.76 -0.90 -1.36
H 2.37 0.04 -2.22
H 2.66 -0.08 1.07
H 3.13 1.34 -0.09
H -0.22 -0.56 1.05
H -3.13 -1.11 0.59
H -4.87 -1.56 -1.58
H -4.24 -0.71 -4.15
H -1.79 0.71 -4.56
H -0.06 1.20 -2.51
H 2.25 -2.24 1.09
N 5.68 1.93 1.39
C 6.00 0.93 0.55
N 7.24 1.00 0.04
O 5.23 0.02 0.27
H 6.30 2.68 1.63
H 4.75 1.91 1.79
H 7.53 0.27 -0.60
H 7.89 1.74 0.26
N -1.19 -1.27 3.98
C -2.25 -0.52 4.33
N -1.96 0.49 5.17
O -3.38 -0.74 3.93
H -0.25 -1.11 4.30
H -1.37 -2.04 3.35
H -2.73 1.07 5.47
H -1.04 0.68 5.52
N -2.99 2.53 -1.27
C -4.05 3.28 -0.92
N -3.76 4.29 -0.08
O -5.18 3.06 -1.32
H -2.05 2.69 -0.95
H -3.17 1.76 -1.90
H -4.53 4.87 0.22
H -2.84 4.48 0.27

***

Density functional theory data (ωB97M-V with the def2-TZVPD basis set) for a single C4H10N2O molecule.

Properties
HOMO level: -8.07 eV
energy relative to the best compared isomer or geometry (same formula, charge and spin): 2.666 eV
LUMO level: 0.74 eV

Cartesian coordinates (Å):
C 0.29 2.08 -1.05
C 0.88 1.28 0.13
N 0.78 -0.10 0.04
C 0.34 -1.14 1.00
C -1.18 -1.40 0.87
N -1.50 -1.87 -0.42
O -1.75 -1.00 1.84
H 0.86 2.18 -2.05
H 0.09 3.10 -0.81
H -0.56 1.55 -1.42
H 0.29 1.65 1.04
H 1.94 1.62 0.01
H 1.31 -0.38 -0.76
H 0.56 -0.89 2.08
H 0.81 -2.10 0.93
H -0.72 -2.45 -0.93
H -2.48 -2.14 -0.49

***

Density functional theory data (ωB97M-V with the def2-TZVPD basis set) for a molecular structure, C5H32NO13.

Properties
HOMO level: -5.92 eV
energy relative to the best compared isomer or geometry (same formula, charge and spin): 3.881 eV
LUMO level: 2.49 eV
net charge: -1

Cartesian coordinates (Å):
C 1.67 0.73 0.22
N 1.54 0.00 -1.03
C 2.46 0.43 -2.10
O 1.98 1.41 -2.98
C 0.32 0.79 0.89
C 0.45 1.68 2.13
C 0.61 0.86 3.41
O 1.25 1.21 4.36
H 2.38 0.15 0.89
H 2.19 1.69 0.02
H 0.67 -0.32 -1.39
H 3.41 0.76 -1.63
H 2.60 -0.46 -2.78
H -0.32 1.36 0.21
H -0.05 -0.23 0.97
H -0.55 2.16 2.27
H 1.26 2.41 2.06
H 0.04 -0.09 3.41
H 0.39 -2.66 2.95
H 1.48 -1.79 2.41
O 0.87 -1.83 3.15
H -0.01 -2.92 -0.90
H 1.21 -2.26 -1.37
O 0.93 -3.14 -1.07
H -3.60 -0.49 0.99
H -2.71 0.36 1.82
O -3.00 -0.56 1.75
H -1.09 3.49 -1.94
H -1.55 2.12 -2.47
O -1.88 2.98 -2.12
H -0.94 1.28 -3.94
H 0.86 1.20 -3.20
O -0.38 1.05 -3.18
H -2.87 -0.10 -2.17
H -1.19 0.04 -2.47
O -2.00 -0.51 -2.14
H 1.69 4.20 -2.18
H 1.58 2.86 -1.53
O 1.49 3.81 -1.32
H -4.47 1.67 -1.76
H -3.32 2.32 -0.85
O -4.18 1.87 -0.86
H -1.91 -1.72 -0.87
H -1.85 -1.58 0.72
O -1.83 -2.21 -0.02
H 3.02 -2.73 0.69
H 1.90 -3.74 0.44
O 2.80 -3.67 0.81
H -1.06 -3.80 1.30
H -1.58 -3.33 2.61
O -0.83 -3.82 2.25

***

Density functional theory data (ωB97M-V with the def2-TZVPD basis set) for a single C11H22O3S2 molecule.

Properties
HOMO level: -8.41 eV
LUMO level: 0.73 eV

Cartesian coordinates (Å):
C -1.09 3.03 -0.81
C -1.13 1.49 -1.15
C 0.05 1.05 -2.07
C 1.11 0.09 -1.40
C 0.69 -1.40 -1.44
C -0.85 -1.71 -1.39
C 1.55 -2.41 -0.60
O 2.92 -2.10 -0.80
S 3.62 -1.13 0.38
O 2.99 -1.45 1.70
O 3.17 0.42 0.07
C 1.77 0.72 -0.12
C 0.94 0.82 1.20
S -0.04 -0.58 1.79
C -1.75 -0.05 2.23
C -2.14 -0.84 3.53
H -1.70 3.55 -1.58
H -0.05 3.40 -0.91
H -1.55 3.23 0.17
H -1.28 0.86 -0.26
H -2.06 1.35 -1.75
H -0.32 0.57 -2.99
H 0.60 1.96 -2.41
H 1.95 0.18 -2.13
H 0.93 -1.73 -2.49
H -1.33 -1.46 -0.44
H -0.94 -2.81 -1.53
H -1.40 -1.19 -2.19
H 1.20 -2.58 0.43
H 1.39 -3.39 -1.12
H 1.83 1.79 -0.43
H 1.67 1.10 2.00
H 0.28 1.71 1.13
H -2.42 -0.43 1.43
H -1.87 1.04 2.36
H -3.03 -1.48 3.36
H -1.32 -1.50 3.87
H -2.38 -0.14 4.36

***

Density functional theory data (ωB97M-V with the def2-TZVPD basis set) for a single C6H7N molecule.

Properties
HOMO level: -7.66 eV
energy relative to the best compared isomer or geometry (same formula, charge and spin): 5.290 eV
LUMO level: 0.17 eV

Cartesian coordinates (Å):
N 0.27 0.89 -1.66
C -0.43 1.67 -0.82
C -0.25 1.01 0.58
C 0.92 0.00 0.63
C 0.55 -0.34 -1.39
C -0.10 -0.99 -0.25
C -1.22 -0.19 0.41
H -0.40 1.67 1.43
H 1.88 0.40 0.27
H 1.08 -0.53 1.56
H 1.44 -0.85 -1.76
H -0.14 -2.09 -0.22
H -2.15 -0.03 -0.15
H -1.46 -0.63 1.38

***

Density functional theory data (ωB97M-V with the def2-TZVPD basis set) for a single C5H10 molecule.

Properties
HOMO level: -8.00 eV
energy relative to the best compared isomer or geometry (same formula, charge and spin): 3.626 eV
LUMO level: 0.57 eV

Cartesian coordinates (Å):
C -0.26 1.28 0.77
C -0.81 0.15 -0.12
C -0.28 0.25 -1.58
C -0.45 -1.27 0.15
C 0.91 -1.45 0.70
H 0.83 1.35 0.73
H -0.55 1.13 1.81
H -0.67 2.24 0.45
H -1.90 0.24 -0.17
H -0.75 1.10 -2.08
H 0.81 0.40 -1.58
H -0.50 -0.66 -2.15
H 1.37 -2.40 0.40
H 1.64 -0.63 0.63
H 0.66 -1.58 1.78

***

Density functional theory data (ωB97M-V with the def2-TZVPD basis set) for a single C5H11N molecule.

Properties
HOMO level: -9.32 eV
energy relative to the best compared isomer or geometry (same formula, charge and spin): 1.817 eV
LUMO level: 1.14 eV

Cartesian coordinates (Å):
C 0.41 2.28 -0.26
C 1.06 1.29 -0.92
C 0.83 -0.18 -0.85
C -0.09 -0.65 0.42
C -1.61 -0.61 0.08
N 0.27 -1.94 0.95
H 0.44 3.38 -0.56
H -0.47 2.13 0.44
H 1.92 1.52 -1.40
H 0.60 -0.77 -1.78
H 1.72 -0.63 -0.48
H 0.02 0.16 1.12
H -2.14 -0.67 1.11
H -1.87 0.34 -0.41
H -1.76 -1.43 -0.59
H 1.08 -1.93 1.55
H -0.41 -2.29 1.60

***

Density functional theory data (ωB97M-V with the def2-TZVPD basis set) for a single C2H5N3O molecule.

Properties
HOMO level: -9.09 eV
energy relative to the best compared isomer or geometry (same formula, charge and spin): 4.126 eV
LUMO level: 0.86 eV

Cartesian coordinates (Å):
H 0.34 2.10 -0.16
N 1.17 1.40 0.04
C 0.96 0.13 -0.05
N 1.98 -0.80 0.08
O -0.31 -0.55 -0.13
N -1.36 0.31 -0.01
C -2.51 -0.25 0.08
H 1.64 -1.85 0.09
H 3.15 -0.77 0.07
H -3.37 0.52 0.25
H -2.62 -1.26 -0.10

***

Density functional theory data (ωB97M-V with the def2-TZVPD basis set) for a single CH2N2O2 molecule.

Properties
HOMO level: -10.97 eV
energy relative to the best compared isomer or geometry (same formula, charge and spin): 5.427 eV
LUMO level: 0.52 eV

Cartesian coordinates (Å):
C -1.06 -0.41 0.25
N -0.35 -0.18 -0.75
N 1.03 0.45 -0.33
O 1.21 1.59 -0.55
O 1.80 -0.37 0.01
H -1.87 -1.03 0.13
H -0.76 -0.05 1.24

***

Density functional theory data (ωB97M-V with the def2-TZVPD basis set) for 2 unconnected molecules or ions with the total composition C16H18Cl2N2O4Si.

Properties
HOMO level: -7.80 eV
energy relative to the best compared isomer or geometry (same formula, charge and spin): 0.450 eV
LUMO level: -3.01 eV

Cartesian coordinates (Å):
N -2.93 -0.30 2.06
C -2.59 -0.47 0.95
C -2.26 -0.72 -0.41
C -1.58 -1.86 -0.78
C -1.36 -2.89 0.16
N -1.10 -3.72 0.95
C -1.53 -2.29 -2.19
O -0.93 -3.32 -2.51
C -2.26 -1.43 -3.17
Cl -2.29 -2.00 -4.77
C -2.90 -0.29 -2.78
Cl -3.93 0.56 -3.83
C -2.85 0.21 -1.38
O -3.29 1.31 -1.02
C 0.14 -0.83 2.91
O 0.91 -0.05 1.92
C 0.95 -0.25 0.62
O 0.85 0.83 -0.13
Si 1.04 2.41 0.46
C 0.31 3.31 -0.98
C 0.06 2.67 2.02
C 2.86 2.69 0.71
C 1.23 -1.44 -0.04
C 1.88 -2.52 0.72
C 1.41 -1.31 -1.49
H 0.69 -0.73 3.84
H -0.86 -0.38 3.00
H 0.06 -1.87 2.59
H 0.31 4.39 -0.79
H 0.89 3.11 -1.89
H -0.73 2.98 -1.14
H -0.07 3.76 2.14
H -0.93 2.20 1.96
H 0.59 2.29 2.90
H 3.01 3.71 1.10
H 3.30 1.98 1.42
H 3.41 2.61 -0.24
H 2.36 -3.21 0.01
H 2.65 -2.15 1.42
H 1.15 -3.11 1.29
H 1.47 -2.32 -1.93
H 0.54 -0.79 -1.93
H 2.33 -0.76 -1.76

***

Taking the records one at a time from the top gives max |F| values of 3.849, 5.711, 4.581, 0.499, 3.241, 4.396, 2.557, 2.151, 8.230, 4.442, 2.206, 2.702, 0.890, 0.376, 3.659, 5.110, 3.287, 3.901 eV/A.
Taking the records one at a time from the top gives E_tot values of -324.8659, -267.8516, -321.3408, -344.4505, -702.5297, -1123.3025, -7056.9135, -1390.9832, -1535.1829, -343.1035, -1242.6402, -1454.3471, -287.3928, -196.3752, -251.7958, -318.5989, -299.1374, -2240.7906 a.u..